This record from the OMol25 dataset describes a structure of composition C18H38Ag2O10S6Tl in a non-equilibrium geometry. The level of theory is ωB97M-V/def2-TZVPD.

Structure (XYZ):
```
75
Properties=species:S:1:pos:R:3:forces:R:3:lowdin_charge:R:1
Ag -6.803271 -3.588526 -2.150035 0.2 0.0 -0.4 0.99
Ag -6.745171 -2.196486 3.585825 0.0 0.1 0.2 1.00
Tl 3.461629 4.425504 4.777805 0.1 0.0 -0.1 0.98
C -1.801411 1.255844 -0.034825 0.6 0.2 0.5 0.20
C -0.645091 1.333064 0.797255 2.9 0.3 1.8 -0.25
C -0.158031 -0.012766 1.616895 -0.7 3.2 0.0 -0.29
O 0.708029 0.214514 2.413945 0.8 -0.8 0.2 0.18
C -1.047711 -1.115806 1.627635 1.9 0.8 -0.8 0.17
C -2.172191 -1.062326 0.824085 -3.1 -3.4 0.5 -0.32
C -2.623131 0.109204 0.002635 -4.0 1.2 -2.7 -0.26
O -3.755851 0.233034 -0.643145 3.9 -1.6 2.7 0.06
O -2.862001 -2.116656 0.970395 -0.3 1.8 -1.2 0.04
O 0.031819 2.339594 1.050135 -1.9 -1.8 -0.9 0.15
H -2.086071 2.127484 -0.605465 -0.2 0.0 -0.3 0.16
H -0.839131 -2.032446 2.159305 -0.1 0.1 0.3 0.16
C -0.174141 -5.140736 -4.295015 -0.5 -0.2 -1.1 -0.25
S -1.341681 -4.167336 -5.372225 -0.6 0.4 2.0 0.88
O -2.726201 -4.256146 -4.695245 1.9 0.1 -0.7 -0.62
C -0.579721 -2.607496 -4.769705 0.1 0.7 0.5 -0.29
H -0.137181 -6.157726 -4.685485 -0.4 -0.1 0.4 0.05
H -0.604881 -5.038576 -3.298965 0.2 -0.2 0.0 0.05
H 0.853889 -4.787726 -4.376575 -0.2 0.4 0.1 0.05
H 0.290049 -2.281506 -5.340075 -0.2 -0.3 -0.5 0.06
H -0.189511 -2.680566 -3.754575 -0.2 -0.6 0.2 0.04
H -1.284871 -1.779286 -4.699475 -0.3 -0.2 -0.6 0.05
C 0.969619 9.470244 -0.782955 0.4 -0.8 -0.5 -0.25
S 2.650199 8.699494 -0.770585 0.0 -0.6 1.0 0.84
O 2.794059 7.799874 0.473385 -0.6 1.1 -1.8 -0.61
C 2.565419 7.518684 -2.187705 -0.1 -0.3 0.6 -0.26
H 0.855969 10.055324 -1.695575 0.3 0.0 -0.1 0.05
H 0.853939 10.146594 0.063955 0.2 -0.3 0.1 0.05
H 0.238089 8.662664 -0.810895 -0.1 0.1 0.3 0.05
H 2.210409 7.845664 -3.165025 0.2 0.6 0.2 0.05
H 1.966479 6.651934 -1.908235 -0.1 0.1 0.3 0.04
H 3.604269 7.191884 -2.233335 0.0 0.0 -0.2 0.04
C -1.491171 -8.173236 4.445175 -0.2 0.1 -1.7 -0.24
S -0.841001 -8.592396 2.723155 0.5 -0.5 0.7 0.80
O -0.192811 -9.948406 2.878745 -0.9 1.4 -0.3 -0.55
C -2.408551 -8.850806 1.810725 -0.4 0.0 0.8 -0.27
H -0.577641 -7.949136 4.995945 -0.2 -0.6 0.3 0.04
H -2.148691 -8.982616 4.762455 0.6 -0.2 0.4 0.05
H -2.092671 -7.264646 4.417585 0.0 0.2 -0.2 0.03
H -3.187511 -8.119886 2.027725 0.2 0.3 0.5 0.03
H -2.740881 -9.807456 2.213795 -0.1 -0.2 -0.5 0.05
H -2.305411 -8.803176 0.726665 0.6 -0.5 0.2 0.04
C 5.313509 0.566764 -1.487475 0.8 0.5 0.3 -0.27
S 6.807659 1.010184 -0.507905 -1.0 -0.1 1.0 0.85
O 6.320639 1.852844 0.665315 0.4 -1.2 -1.2 -0.59
C 6.999769 -0.745586 0.024555 0.3 0.1 0.7 -0.27
H 4.661749 0.012694 -0.811965 -0.1 0.1 -0.3 0.04
H 5.697029 -0.025666 -2.318165 -0.3 -0.1 0.0 0.05
H 4.862489 1.491734 -1.846795 0.0 -0.1 0.0 0.05
H 7.769989 -0.838246 0.790235 0.1 0.4 -0.1 0.05
H 7.305299 -1.407166 -0.786035 -0.1 0.3 -0.3 0.06
H 6.084029 -1.122826 0.479755 -0.2 0.2 -0.1 0.05
C 0.596529 -1.516856 7.776925 0.2 1.3 0.9 -0.27
S 2.398869 -1.257166 8.265025 0.4 -1.0 -2.1 0.86
O 2.922419 0.040994 7.724165 -0.9 -0.3 0.3 -0.59
C 3.026149 -2.482446 6.990885 0.0 0.2 -0.2 -0.25
H 0.307939 -0.975766 6.875795 0.6 -0.2 -0.3 0.04
H 0.092989 -0.960726 8.567665 -0.2 -0.2 0.2 0.03
H 0.222099 -2.540516 7.771745 0.5 -0.1 0.1 0.05
H 3.159649 -3.505686 7.341975 -0.2 0.1 0.3 0.05
H 3.973519 -2.150956 6.565785 0.2 0.3 0.7 0.05
H 2.366599 -2.468516 6.123185 -0.3 -0.1 0.2 0.03
C -5.420471 7.085344 -5.921585 0.0 0.0 0.1 -0.26
S -5.103441 5.779214 -4.663875 -1.8 -1.6 -2.4 0.84
O -6.411341 4.960204 -4.777815 2.0 1.1 0.7 -0.60
C -3.901791 4.801464 -5.685015 0.2 0.4 0.1 -0.27
H -4.646481 7.834474 -6.088425 0.1 0.0 0.6 0.05
H -6.348201 7.525334 -5.555765 0.2 0.2 0.0 0.05
H -5.618731 6.656244 -6.903775 -0.1 -0.5 0.3 0.06
H -2.910091 5.250204 -5.627945 0.1 0.1 0.3 0.04
H -4.154381 4.790454 -6.745285 -0.5 0.1 0.2 0.05
H -3.864271 3.773214 -5.325285 -0.1 0.2 0.2 0.04
```
Forces are in eV/Å.

Values from the calculation:
Electronic energy   -117418.516 eV
Strongest force on any atom   5.0 eV Å⁻¹
Gap between HOMO and LUMO   0.0641 Eh
HOMO   -12.9606 eV
LUMO level   -0.4121 hartree
Total charge   +3